Formula: C14H33ClN4O10
Source: the OMol25 dataset
Level of theory: wB97M-V/def2-TZVPD

```
62
Properties=species:S:1:pos:R:3:forces:R:3:lowdin_charge:R:1
N -1.14326 -3.11748 -2.40876 -0.03 0.22 -0.31 0.280
H -1.31048 -2.09074 -2.30913 0.22 1.21 0.79 0.085
H -1.50035 -3.69576 -1.65813 -0.33 0.21 0.00 0.131
H -0.11400 -3.25233 -2.49892 0.13 -0.05 -0.78 0.076
H -1.59036 -3.28374 -3.30804 0.20 -0.55 0.03 0.137
N 0.45095 1.68357 -3.50910 0.07 -0.14 -1.44 0.273
H -0.11849 2.18962 -4.18384 0.03 0.20 0.14 0.128
H 0.97837 0.94086 -4.02040 0.16 -0.67 0.22 0.086
H -0.21012 1.14047 -2.91715 -0.43 -1.06 1.07 0.069
H 1.17990 2.23611 -3.07537 -0.41 0.19 0.42 0.117
N 0.44347 -0.38737 0.31087 -0.03 0.15 -0.41 0.299
H 0.25408 -1.33313 0.63974 0.19 0.01 0.53 0.106
H -0.15811 -0.22709 -0.52874 -0.32 -0.15 -0.93 0.072
H 1.43559 -0.28986 0.04571 -0.06 -0.13 0.26 0.068
H 0.18164 0.33661 0.99613 -0.24 -0.30 0.21 0.067
C 2.75597 -0.39531 -1.77434 -1.02 -1.59 -3.32 -0.057
C 3.27340 -1.08780 -0.69864 -0.64 3.46 1.94 -0.391
C 3.34367 -2.59595 -0.71275 1.22 -2.64 2.14 -0.386
O 3.88838 -3.25428 0.20809 0.08 1.67 -0.45 -0.009
C 2.69468 -3.33500 -1.71032 -1.26 1.77 -2.13 -0.012
C 2.02222 -2.64329 -2.74492 0.80 -0.21 -0.15 -0.389
C 2.23376 -1.10303 -2.92244 0.81 0.04 1.83 -0.347
O 1.90160 -0.56287 -3.97980 -0.43 0.34 -0.74 -0.037
O 1.26397 -3.17028 -3.59634 -0.40 -0.39 0.05 -0.091
O 3.44399 -0.32401 0.32915 0.52 -2.16 -0.18 -0.096
H 2.61422 0.67727 -1.82074 0.46 0.16 0.44 0.087
H 2.69941 -4.41316 -1.72539 -0.03 -0.05 0.31 0.101
O -1.09931 -0.24421 -2.07272 -0.05 -0.18 0.32 -0.405
C -2.35990 0.39363 -1.87099 0.89 -0.66 -0.66 -0.382
C -3.46880 0.10881 -2.92642 0.47 0.57 -2.16 -0.525
O -3.15315 0.29839 -4.26958 0.44 0.33 1.10 -0.433
H -2.10672 1.46630 -1.88566 -0.73 0.43 0.05 0.068
H -2.76127 0.13516 -0.87725 -0.17 0.11 0.22 0.076
H -4.30394 0.78390 -2.65266 -0.28 0.12 0.54 0.060
H -3.88782 -0.91434 -2.87676 0.14 -0.46 0.95 0.059
Cl 0.10050 -3.58264 3.29298 0.23 0.24 1.88 0.626
O 0.95638 -3.29414 4.41768 0.29 0.54 0.05 -0.389
O 0.80348 -4.50187 2.44782 -0.77 -0.09 -0.61 -0.353
O -1.13077 -4.10572 3.84979 -0.17 -0.59 -0.77 -0.396
O -0.23850 -2.34793 2.59925 0.24 0.08 -0.64 -0.413
C 1.46729 2.99259 3.30868 -0.11 -0.40 1.14 -0.088
C 1.08257 1.88549 2.32366 0.07 0.41 0.55 -0.239
N -0.37956 1.69597 2.15401 1.23 -0.63 -0.32 -0.232
C -1.06894 2.90148 1.76903 0.30 0.65 -0.67 -0.249
C -0.42080 3.57006 0.52679 -0.42 -0.76 0.68 -0.070
C -0.97932 1.03345 3.30611 -0.89 -0.44 0.40 -0.248
C -2.28812 0.32110 2.94553 -0.56 1.27 -0.77 -0.075
H 0.83023 2.88800 4.19314 -0.20 0.35 -0.08 0.064
H 1.41514 4.01596 2.93884 -0.18 -0.06 -0.16 0.061
H 2.45528 2.85371 3.75277 0.22 -0.12 -0.50 0.073
H 1.59952 2.10528 1.38958 -0.28 -0.35 -0.28 0.106
H 1.45600 0.93145 2.69462 0.18 0.03 -0.10 0.125
H -2.10887 2.67264 1.53899 0.03 -0.04 0.01 0.104
H -1.06424 3.64085 2.58599 -0.11 0.00 0.14 0.109
H -0.30774 2.81773 -0.25563 -0.14 0.08 -0.14 0.063
H -1.08132 4.36795 0.19162 0.19 0.09 -0.14 0.070
H 0.57222 3.94129 0.77118 -0.06 0.27 -0.07 0.053
H -1.10582 1.80103 4.08207 -0.30 -0.24 0.31 0.104
H -0.41759 0.19458 3.72340 0.91 0.48 -0.25 0.117
H -2.90826 0.04944 3.79808 0.39 -0.30 0.19 0.073
H -2.09312 -0.52467 2.28952 0.05 -0.20 0.31 0.063
H -2.91884 1.00725 2.37015 -0.09 -0.08 -0.04 0.052
```
Forces are in eV/Å.

Results
relative energy (zero: lowest compared OMol25 entry of this formula, charge and spin) = 1.842 eV
maximum force = 4.02 eV/Å
LUMO = 4.17 eV
charge = -2
HOMO level = -1.039 eV
2S+1 = 1
E = -1984.51463 hartree
HOMO-LUMO gap = 5.2038 eV


Formula: C14H33N2O4P
Source: the OMol25 dataset
Level of theory: wB97M-V/def2-TZVPD

```
54
Properties=species:S:1:pos:R:3:forces:R:3:lowdin_charge:R:1
C 1.18196 -1.28839 0.62319 -0.67 0.40 -0.44 -0.031
C 2.52239 -1.03476 -0.01542 0.07 -0.15 -0.13 -0.373
O 2.42626 -1.04162 -1.44661 -0.35 0.40 -0.21 -0.045
C 3.21490 0.26518 0.42168 -0.23 -0.02 0.11 -0.099
O 2.36062 1.22907 1.07821 0.37 -0.25 -0.09 -0.088
C 1.45477 1.82913 0.22193 -0.80 0.15 -0.27 -0.395
C 1.95387 3.14307 -0.37806 0.09 -0.24 0.47 -0.077
C 0.93736 3.78542 -1.30932 0.70 0.48 0.10 -0.117
N -0.46744 3.30757 -1.04105 -0.51 0.04 0.40 -0.136
P -0.89249 1.85203 -2.00726 0.05 -0.81 -1.08 0.810
O 0.05057 1.65614 -3.09362 0.71 0.16 -0.56 -0.333
C -0.68208 3.19455 0.46208 -0.06 0.06 0.84 -0.273
C -2.15485 3.17849 0.86823 -0.32 -0.48 -1.04 -0.122
C -2.89880 1.82463 0.89284 -0.47 0.83 -0.10 -0.197
C -4.15232 1.83999 0.03251 0.11 -0.99 -0.19 -0.302
N -4.80954 0.52352 0.12095 0.08 0.28 -0.26 0.005
C 0.17949 2.08862 1.02964 0.50 0.11 0.20 -0.079
H 0.88966 -2.33439 0.54750 0.33 -0.63 0.24 0.056
H 1.11236 -0.94484 1.64629 0.16 -0.11 0.33 0.093
H 0.42972 -0.71565 0.05696 -0.16 0.19 0.00 0.050
H 3.16487 -1.87208 0.24038 0.19 -0.13 0.12 0.145
H 1.50441 -1.18295 -1.70415 0.34 -0.23 0.14 0.082
H 4.00426 0.03922 1.12585 0.05 0.10 0.29 0.129
H 3.65606 0.74122 -0.44892 0.21 -0.02 -0.26 0.121
H 1.19639 1.17278 -0.61343 0.26 -0.29 -0.13 0.105
H 2.89521 2.97690 -0.88639 0.10 -0.02 -0.24 0.133
H 2.15305 3.81558 0.44998 0.14 0.15 0.19 0.130
H 0.92664 4.84896 -1.10656 -0.25 0.27 0.01 0.133
H 1.18299 3.68061 -2.35464 -0.21 -0.44 -0.28 0.120
H -1.09378 4.05792 -1.33846 -0.04 -0.10 -0.20 0.156
H -2.16060 2.19102 -2.49949 -0.24 0.05 0.65 0.041
H -0.92529 0.75031 -1.14201 -0.39 0.45 0.47 0.052
H -0.28459 4.12918 0.84081 0.14 0.35 -0.20 0.152
H -2.27024 3.67629 1.81804 0.23 0.11 0.35 0.126
H -2.68317 3.81790 0.15536 -0.11 0.27 -0.01 0.112
H -2.30006 0.98778 0.55922 0.32 -0.21 0.21 0.078
H -3.24387 1.65932 1.90353 0.20 -0.47 0.33 0.125
H -3.88602 2.03070 -1.00917 0.13 0.42 -0.19 0.076
H -4.82908 2.62152 0.36098 -0.19 0.14 0.04 0.114
H -4.10944 -0.20914 0.18438 0.00 0.02 0.16 0.067
H -5.28614 0.33652 -0.75506 -0.27 0.00 0.20 0.070
H 0.52208 2.43422 2.00014 0.00 0.01 0.29 0.148
H -0.35783 1.16923 1.21057 -0.09 -0.27 -0.10 0.103
C 0.56167 -6.51857 1.51842 -0.45 -0.32 -0.13 -0.123
C 0.65210 -5.39565 0.46456 1.04 -0.23 0.28 -0.719
C 1.31603 -5.98524 -0.79852 -0.41 -0.28 -0.28 -0.121
O 1.37909 -4.35246 0.94327 -0.57 0.58 -0.23 -0.329
H 1.55954 -6.86894 1.79109 0.08 0.12 -0.03 0.060
H 0.06650 -6.15361 2.42095 0.06 0.09 0.01 0.052
H -0.01194 -7.38366 1.14964 0.03 0.03 0.04 0.053
H -0.40937 -5.17480 0.16950 0.00 0.23 0.05 0.098
H 2.32992 -6.32440 -0.57540 0.04 0.09 0.11 0.059
H 1.37194 -5.23007 -1.58694 0.04 0.07 0.06 0.049
H 0.75230 -6.84336 -1.19817 0.04 0.04 0.00 0.052
```
Forces are in eV/Å.

Results
relative energy (zero: lowest compared OMol25 entry of this formula, charge and spin) = 1.369 eV
maximum force = 1.35 eV/Å
LUMO = -1.45 eV
HOMO level = -4.612 eV
2S+1 = 1
E = -1304.85483 hartree
HOMO-LUMO gap = 3.1650 eV


Formula: C14H33N5O2PS3
Source: the OMol25 dataset
Level of theory: wB97M-V/def2-TZVPD

```
58
Properties=species:S:1:pos:R:3:forces:R:3:lowdin_charge:R:1
C -0.51662 -1.11827 0.52637 0.69 -0.44 -0.21 -0.067
C -0.28630 -1.15129 -0.99256 -0.55 0.19 0.16 -0.252
N 0.36052 0.09567 -1.47967 -0.13 -0.70 -0.34 -0.205
C 1.84823 0.02015 -1.47490 -0.13 0.36 0.47 -0.244
C 2.43885 -0.75797 -0.31158 0.21 0.20 -0.13 -0.072
C -0.08532 0.45480 -2.76277 -0.17 0.25 -0.16 -1.104
S -0.36679 -0.53876 -4.00248 0.12 -0.15 -0.09 0.777
S -0.47846 2.20316 -2.93110 0.61 0.23 0.61 0.890
C 0.48325 2.66563 -4.38793 -0.22 -0.17 -0.21 -0.487
C 1.99073 2.49551 -4.22501 0.18 0.14 -0.23 -0.221
C 2.64668 3.82479 -3.83480 -0.03 -0.13 -0.43 -0.116
N 3.94983 3.67375 -3.19165 -0.19 0.06 -0.19 0.009
N 5.06835 3.50234 -3.95958 0.06 -0.07 0.03 0.145
C 6.09305 3.36748 -3.12712 0.11 -0.02 -0.13 -0.081
N 5.70864 3.43943 -1.88072 0.24 -0.07 0.36 0.179
C 4.37628 3.62258 -1.92217 -0.01 0.14 0.20 -0.350
N 3.65708 3.75577 -0.79384 0.02 0.04 -0.36 -0.093
P 1.98728 3.94621 -0.39653 -0.38 -0.43 1.16 0.297
S 1.58647 3.21948 1.33002 0.15 0.03 -0.23 0.217
H -0.08082 -0.22112 0.95683 -0.25 0.17 0.06 0.069
H -1.56758 -1.21286 0.77480 -0.09 0.15 0.06 0.068
H 0.00437 -1.96308 0.97631 -0.10 -0.04 0.18 0.074
H 0.24547 -2.04872 -1.30502 0.17 0.01 -0.07 0.109
H -1.25425 -1.20697 -1.48192 -0.02 0.04 -0.08 0.094
H 2.20333 -0.40836 -2.41783 -0.04 -0.08 -0.07 0.109
H 2.22488 1.04269 -1.38229 0.04 0.14 -0.23 0.074
H 3.52357 -0.73414 -0.42088 0.05 0.01 0.00 0.084
H 2.19755 -0.28857 0.63647 -0.09 -0.07 0.13 0.071
H 2.14807 -1.80264 -0.31169 -0.11 -0.05 0.08 0.077
H 0.11257 2.11740 -5.24940 -0.01 -0.06 -0.03 0.065
H 0.25512 3.72043 -4.54765 -0.19 0.02 -0.10 0.079
H 2.24944 1.70512 -3.52753 -0.10 -0.03 0.20 0.081
H 2.41110 2.19302 -5.18614 0.04 -0.07 -0.02 0.120
H 2.83576 4.38287 -4.75168 -0.03 0.25 0.07 0.139
H 2.01597 4.46095 -3.22088 0.03 -0.08 0.23 0.111
H 5.04746 3.47733 -4.96645 -0.18 0.02 -0.05 0.189
H 7.09967 3.22266 -3.48200 0.09 -0.01 0.05 0.153
H 4.23873 3.74355 0.03727 0.07 -0.12 0.01 0.112
H 1.81155 5.33155 -0.45775 -0.05 0.10 -0.45 -0.013
H 1.30288 3.35478 -1.47033 0.18 0.21 -0.20 -0.084
C -2.51399 -2.62098 4.98275 -0.03 -0.13 0.03 -0.084
C -2.27438 -2.25660 3.53255 -0.19 0.00 0.01 -0.332
O -2.77635 -3.25109 2.64082 0.10 0.06 -0.05 -0.087
H -2.04503 -3.57797 5.21467 0.05 0.02 0.00 0.079
H -2.10885 -1.86154 5.65280 -0.01 0.02 -0.01 0.076
H -3.58417 -2.71939 5.17909 -0.01 0.07 0.01 0.060
H -1.20877 -2.17455 3.32105 0.01 -0.01 -0.03 0.100
H -2.74213 -1.29302 3.29994 0.09 0.06 0.04 0.110
H -3.72008 -3.33328 2.80749 0.00 -0.06 0.04 0.063
C -5.82332 -5.51285 4.98511 0.08 0.10 -0.01 -0.089
C -6.79140 -4.35536 5.13784 0.02 -0.05 -0.11 -0.315
O -6.29430 -3.15507 4.54322 0.12 -0.05 0.00 -0.092
H -4.85990 -5.26461 5.43169 -0.01 -0.01 0.03 0.070
H -6.20920 -6.41234 5.46537 -0.01 -0.01 -0.01 0.075
H -5.65248 -5.73847 3.92929 -0.04 -0.04 0.00 0.073
H -6.94904 -4.12045 6.18876 -0.01 0.03 0.01 0.112
H -7.76099 -4.60903 4.69824 -0.03 -0.01 0.07 0.109
H -6.17221 -3.32975 3.60509 -0.11 0.04 -0.03 0.070
```
Forces are in eV/Å.

Results
relative energy (zero: lowest compared OMol25 entry of this formula, charge and spin) = 0.000 eV
maximum force = 1.29 eV/Å
LUMO = -3.23 eV
charge = +1
HOMO level = -11.141 eV
2S+1 = 1
E = -2513.11801 hartree
HOMO-LUMO gap = 7.9122 eV


LUMO of number 2 (C14H33N2O4P)? -1.45 eV


What is the formula in the second record? C14H33N2O4P